Entry 1:
{
  "formula": "C24H32BBrF5O7P",
  "method": "ωB97M-V/def2-TZVPD",
  "homo_lumo_gap_ev": 7.65,
  "smiles": "OP(Br)B(CCCC(F)(F)C(F)(F)F)Cc1ccccc1.O=C1CCCO1.O=C1CCCO1.O=C1CCCO1",
  "e_homo_ev": -8.4835,
  "total_energy_ha": -4899.978332,
  "symbols": ["O", "P", "Br", "B", "C", "C", "C", "C", "F", "F", "C", "F", "F", "F", "C", "C", "C", "C", "C", "C", "C", "H", "H", "H", "H", "H", "H", "H", "H", "H", "H", "H", "H", "H", "H", "O", "C", "C", "C", "C", "O", "H", "H", "H", "H", "H", "H", "O", "C", "C", "C", "C", "O", "H", "H", "H", "H", "H", "H", "O", "C", "C", "C", "C", "O", "H", "H", "H", "H", "H", "H"],
  "coordinates": [[3.75698, 2.52076, -0.42303], [4.09045, 2.24958, 1.22463], [5.95706, 3.37540, 1.78565], [2.54136, 3.01816, 2.13012], [1.71384, 1.96624, 3.03826], [0.48376, 1.33028, 2.22419], [0.39509, -0.22956, 2.37168], [-0.58126, -0.91957, 1.37853], [-0.05842, -1.08228, 0.11067], [-0.84584, -2.19017, 1.90375], [-1.98836, -0.21450, 1.21065], [-2.91856, -1.22282, 0.98241], [-2.42334, 0.44369, 2.30935], [-2.03303, 0.55202, 0.07836], [2.08880, 4.56743, 1.96566], [0.62775, 4.48956, 1.35907], [0.49549, 4.34770, -0.08381], [-0.84243, 4.22973, -0.63528], [-1.97196, 4.24806, 0.29442], [-1.84373, 4.40892, 1.72388], [-0.48698, 4.52809, 2.28763], [3.56475, 3.46808, -0.56818], [1.29815, 2.55612, 3.90489], [2.40461, 1.18025, 3.43524], [0.52428, 1.69243, 1.16464], [-0.42951, 1.81176, 2.66866], [0.11837, -0.46488, 3.43083], [1.41700, -0.64916, 2.15006], [2.02726, 5.08680, 2.95784], [2.76625, 5.14949, 1.29234], [1.39914, 4.31500, -0.73290], [-0.98263, 4.09933, -1.73036], [-2.98047, 4.12255, -0.15987], [-2.72006, 4.40846, 2.41052], [-0.32187, 4.63045, 3.38380], [-2.71097, -5.78522, -3.53926], [-2.35876, -5.05907, -2.65435], [-1.34439, -5.38788, -1.58503], [-1.59777, -4.29881, -0.55746], [-2.10415, -3.15709, -1.41437], [-2.80344, -3.78199, -2.50475], [-0.34243, -5.31976, -2.01334], [-1.51856, -6.37987, -1.17339], [-0.72030, -4.03703, 0.03219], [-2.38249, -4.62104, 0.13241], [-1.29087, -2.55212, -1.82363], [-2.78527, -2.50897, -0.86806], [-9.36823, -1.89615, -1.70554], [-8.22972, -2.25916, -1.78568], [-7.61680, -3.43331, -1.05767], [-6.13126, -3.16861, -1.22497], [-6.07676, -2.41862, -2.53622], [-7.30600, -1.67701, -2.59640], [-7.92451, -4.35765, -1.55040], [-7.91141, -3.44142, -0.01028], [-5.52164, -4.07236, -1.22198], [-5.78098, -2.52288, -0.41452], [-6.03116, -3.09021, -3.39707], [-5.23140, -1.73269, -2.57831], [8.12750, 0.43455, 1.48942], [7.77170, 0.48847, 0.34716], [8.37924, -0.26941, -0.80958], [7.81392, 0.47129, -2.00902], [6.49083, 0.98513, -1.47754], [6.71357, 1.22822, -0.08032], [8.03869, -1.30606, -0.77263], [9.46587, -0.22182, -0.78047], [7.70851, -0.14842, -2.89960], [8.46460, 1.31302, -2.26020], [5.68783, 0.25028, -1.57911], [6.18504, 1.91023, -1.96439]],
  "forces_ev_per_angstrom": [[0.1753, 1.1234, 1.3645], [0.3392, -1.9849, -1.1162], [-0.8801, 0.6983, 0.1617], [-0.5208, 1.2578, 0.6413], [-0.0263, 0.5087, -0.0328], [-0.1206, 0.6534, 0.4534], [0.7399, 0.6724, -0.6474], [0.1814, -0.1418, 1.1267], [-0.4367, 0.1248, 1.3581], [0.3129, 1.1858, -0.8320], [-1.4087, -1.2966, -1.1487], [0.8458, 1.2197, 0.3681], [0.7651, -0.3215, -1.2938], [0.2360, -0.3169, 1.8936], [-0.8672, -0.5570, -0.3636], [0.1820, 0.2981, 0.2267], [-2.1971, -0.0601, 1.2487], [0.6537, 0.0929, 2.3872], [0.7976, 0.0641, -0.1625], [2.4101, -0.1586, -0.7276], [-1.0678, -0.3082, -2.7086], [0.0568, -0.4677, -0.1633], [0.3700, -0.7434, -0.6633], [-0.6162, 0.4844, -0.3116], [-0.0949, -0.6920, 0.6820], [0.7929, -0.5830, -0.6349], [0.0949, -0.0435, -1.0567], [-1.0415, 0.1649, 0.2810], [0.1586, -0.4612, -0.7883], [-0.5443, -0.3800, 0.5697], [-0.8534, 0.0825, 0.6051], [-0.0446, 0.1404, 1.0510], [0.8288, 0.1671, 0.5524], [0.7238, 0.0275, -0.8320], [-0.1057, -0.0392, -1.0634], [-0.2631, 0.3895, 0.0973], [0.2165, -0.4668, -0.5066], [-0.1909, 0.2144, 0.4972], [0.2280, -0.1019, 0.3605], [0.0542, 0.3132, 0.1747], [-0.0464, -0.2763, -0.0165], [-0.0485, -0.1186, -0.0539], [0.1377, -0.0774, -0.3122], [-0.0765, 0.0735, -0.0427], [0.0434, 0.0663, -0.0132], [-0.0284, -0.0370, -0.0154], [-0.0810, -0.0299, -0.2730], [0.3104, 0.2590, -0.1873], [-0.6035, -0.1762, -0.0166], [0.5035, 0.1561, 0.1712], [0.2886, -0.3429, 0.3663], [0.3550, -0.0363, -0.1910], [-0.2193, -0.0046, 0.2090], [-0.1098, 0.0411, 0.0618], [-0.2890, -0.0999, -0.1543], [0.0240, 0.0779, -0.0976], [0.0048, -0.0248, -0.0506], [0.0008, 0.0331, 0.0276], [-0.1829, 0.0990, -0.1486], [-0.2843, 0.3059, -0.1400], [0.1689, -0.3906, 0.5123], [0.0570, 0.3351, -0.4743], [0.1999, -0.1230, -0.3475], [-0.1728, 0.0591, -0.3194], [0.3729, -0.3717, -0.2196], [0.0918, 0.0060, 0.1048], [-0.0663, -0.2255, 0.2545], [-0.0735, 0.0553, 0.0352], [-0.0611, -0.0355, -0.0031], [0.0068, 0.0368, 0.0367], [-0.1056, 0.0072, 0.2498]]
}

Entry 2:
{
  "formula": "C6H14N2O",
  "method": "ωB97M-V/def2-TZVPD",
  "homo_lumo_gap_ev": 8.93,
  "smiles": "CC(C)(N)C(C)(C)N=O",
  "de_lowest_kj_mol": 427.1,
  "e_homo_ev": -8.1810,
  "total_energy_ha": -421.637589,
  "symbols": ["C", "C", "C", "N", "C", "C", "C", "N", "O", "H", "H", "H", "H", "H", "H", "H", "H", "H", "H", "H", "H", "H", "H"],
  "coordinates": [[1.86454, -0.27509, -0.70075], [0.53752, -0.60007, -0.03294], [-0.41611, -1.35050, -1.13575], [0.75612, -1.39322, 1.13723], [-0.36566, 0.71359, 0.35775], [-0.10522, 1.95273, -0.48034], [-1.83787, 0.52811, 0.66100], [0.50526, 0.70834, 1.54223], [-0.06500, 0.65330, 2.64870], [1.72633, 0.30940, -1.60416], [2.37498, -1.20176, -0.95986], [2.48745, 0.28944, -0.01138], [0.12817, -1.93156, -1.88071], [-1.11674, -0.80801, -1.76559], [-1.04163, -2.10274, -0.65757], [1.41487, -2.15083, 1.02784], [-0.09265, -1.63485, 1.64392], [0.95050, 2.20223, -0.51032], [-0.63473, 2.79402, -0.03353], [-0.47130, 1.80745, -1.49472], [-2.41945, 0.54482, -0.25732], [-2.01575, -0.39944, 1.20054], [-2.16360, 1.34464, 1.30572]],
  "forces_ev_per_angstrom": [[-0.1626, 0.2761, 0.5125], [-3.1135, -0.9666, -4.0895], [0.6688, -0.7345, 0.3716], [-0.1357, -0.7481, 0.0373], [1.8860, -1.3723, 1.0094], [0.1506, -0.2571, 0.2106], [0.3748, -0.2677, -0.0324], [-1.4911, 3.3914, 4.2953], [1.0705, 0.1867, -2.4822], [-0.0602, -0.0357, -0.1498], [-0.0043, -0.0839, -0.0371], [0.1426, 0.0190, 0.0234], [0.6260, -0.0233, 0.1477], [0.1230, 0.9277, 0.2837], [-0.0352, 0.0510, 0.4424], [-0.2698, -0.0497, -0.1003], [0.4265, -0.2158, -0.2126], [0.0987, 0.0152, -0.0300], [-0.0658, 0.0257, -0.0380], [-0.0191, -0.0096, -0.0916], [-0.0578, -0.0655, -0.0239], [-0.1556, -0.0554, -0.0274], [0.0032, -0.0076, -0.0191]]
}